Record 1
A structure of composition C3H10O2 at a distorted geometry, computed with ωB97M-V/def2-TZVPD.

CARTESIAN COORDINATES (ANGSTROEM)
C (-0.63735, 0.18782, -1.17984)
O (1.18057, 0.14044, -1.26488)
C (-0.87774, -0.32070, 0.22632)
C (-2.18678, 0.04655, 0.89616)
H (-1.24105, -0.28365, -1.96194)
H (-0.59838, 1.26466, -1.28730)
H (0.45118, -0.16554, -1.81157)
H (-0.05771, -0.00136, 0.86224)
H (-0.81040, -1.40184, 0.08502)
H (-2.31202, 1.10509, 1.13232)
H (-2.15468, -0.42255, 1.88254)
H (-3.13540, -0.24527, 0.44076)
H (2.67990, -0.81560, 1.18875)
H (1.92394, 0.06705, 0.17894)
O (2.19734, 0.01267, 1.12397)

## Properties
HOMO	-10.4160	eV
LUMO energy	0.176	eV

Atom charges from the Löwdin analysis, given in e for atoms 1 to 4:
1. C -0.03
2. O -0.15
3. C -0.26
4. C -0.10

=====

Record 2
A structure of composition C11H10ClIrNO at a distorted geometry, computed with ωB97M-V/def2-TZVPD.

CARTESIAN COORDINATES (ANGSTROEM)
C (1.29869, 2.33121, -0.89400)
C (1.33167, 0.90689, -1.14011)
C (1.47163, 0.26239, 0.16343)
H (1.32442, 0.40188, -2.10334)
C (1.45420, 1.30748, 1.17265)
C (1.39909, 2.56284, 0.49221)
H (1.44475, 3.54065, 0.94795)
H (1.31493, 3.11669, -1.64546)
H (1.62802, -0.78068, 0.33966)
H (1.54970, 1.15273, 2.24001)
Ir (-0.39361, 1.03766, 0.06176)
Cl (-2.33983, 0.04829, 0.84674)
C (-1.60685, -2.26134, -0.12152)
C (-0.75060, -2.51726, 1.00700)
C (0.55982, -2.75188, 0.52252)
H (-1.06674, -2.61692, 2.03205)
C (0.53340, -2.61029, -0.91738)
C (-0.79970, -2.31189, -1.30522)
H (-1.16717, -2.27580, -2.31897)
H (-2.67692, -2.21737, -0.11155)
H (1.41648, -3.07138, 1.10850)
H (1.36920, -2.82120, -1.57365)
O (-3.35201, 3.87243, 0.71781)
C (-2.42186, 3.19967, 0.40152)
N (-1.52068, 2.49520, 0.07739)

## Properties
net charge	-1
HOMO (alpha / beta)	-2.8324 / -2.7303	eV
2S+1	5
LUMO energy (alpha / beta)	3.036 / 1.055	eV

Atom charges from the Löwdin analysis, given in e for atoms 1 to 4:
1. C -0.23
2. C -0.25
3. C -0.32
4. H 0.10

=====

Record 3
A structure of composition C37H44AsClINO3S4SeW at a distorted geometry, computed with ωB97M-V/def2-TZVPD.

CARTESIAN COORDINATES (ANGSTROEM)
W (-1.72888, -0.25138, -1.95439)
C (4.94783, 3.19574, -0.31941)
C (3.81749, 3.28613, 0.71515)
C (3.76719, 4.71652, 1.25079)
C (4.12214, 2.33730, 1.88380)
C (2.49563, 2.86622, 0.07032)
C (2.39247, 1.62479, -0.54648)
C (1.17615, 1.23683, -1.05539)
Se (0.93965, -0.26314, -2.17157)
C (1.09166, -1.76347, -1.01600)
C (2.29461, -2.19316, -0.49244)
C (2.33342, -3.39110, 0.21126)
C (1.14554, -4.12258, 0.30391)
C (-0.07696, -3.72033, -0.23472)
C (-0.08459, -2.48979, -0.88949)
O (-1.19217, -2.01333, -1.45320)
C (-1.34650, -4.57667, -0.14986)
C (-2.45035, -3.81936, 0.60332)
C (-1.82032, -4.91381, -1.57090)
C (-1.09104, -5.88951, 0.59273)
C (3.64444, -3.85576, 0.85346)
C (3.54015, -5.27906, 1.40157)
C (4.77726, -3.81912, -0.18046)
C (3.98812, -2.90945, 2.01314)
C (0.04102, 2.03249, -1.02318)
O (-1.09987, 1.54019, -1.55331)
C (0.12992, 3.33033, -0.50642)
C (1.36648, 3.68273, 0.04671)
C (-1.03618, 4.32909, -0.52912)
C (-0.56850, 5.76655, -0.26682)
C (-1.72803, 4.30859, -1.89872)
C (-2.03329, 3.95248, 0.56747)
H (5.88992, 3.52792, 0.12458)
H (4.73507, 3.82886, -1.18438)
H (5.09306, 2.17351, -0.67782)
H (4.73679, 4.97376, 1.68216)
H (3.01532, 4.82943, 2.03610)
H (3.55426, 5.43998, 0.45927)
H (5.05698, 2.62532, 2.37394)
H (4.22428, 1.30371, 1.54286)
H (3.32105, 2.36756, 2.62605)
H (3.24994, 0.96530, -0.62814)
H (3.18954, -1.59698, -0.63057)
H (1.17212, -5.07156, 0.81573)
H (-2.64526, -2.84400, 0.16361)
H (-2.17333, -3.67627, 1.65151)
H (-3.37891, -4.39705, 0.56793)
H (-2.12267, -4.02457, -2.12206)
H (-2.67982, -5.58826, -1.51665)
H (-1.02716, -5.41367, -2.13349)
H (-0.73734, -5.72176, 1.61349)
H (-0.36795, -6.52213, 0.07010)
H (-2.03008, -6.44401, 0.65604)
H (3.27080, -5.99422, 0.62008)
H (2.80511, -5.35379, 2.20697)
H (4.50760, -5.57923, 1.81053)
H (4.53268, -4.43702, -1.04836)
H (5.70024, -4.20205, 0.26329)
H (4.97931, -2.80465, -0.53419)
H (3.18984, -2.90779, 2.75941)
H (4.11987, -1.88241, 1.66076)
H (4.91548, -3.22270, 2.50182)
H (1.45169, 4.66678, 0.47522)
H (0.22260, 6.07049, -0.95793)
H (-0.21105, 5.90997, 0.75541)
H (-1.41480, 6.44087, -0.41028)
H (-1.00726, 4.47009, -2.70494)
H (-2.46905, 5.11110, -1.93979)
H (-2.23708, 3.36342, -2.08537)
H (-1.57173, 4.03461, 1.55519)
H (-2.37464, 2.93285, 0.43882)
H (-2.90497, 4.61440, 0.53675)
Cl (-6.04816, 1.70017, 3.48356)
C (-4.75571, 1.15026, 2.45952)
C (-3.70361, 0.48642, 3.01470)
C (-2.65038, 0.01016, 2.20380)
I (-1.01594, -0.94675, 3.05467)
C (-2.68432, 0.20305, 0.84731)
O (-1.75732, -0.26301, 0.02938)
C (-3.75722, 0.91745, 0.27777)
N (-3.68339, 1.11071, -1.06410)
C (-4.62597, 1.78550, -1.65202)
C (-5.72315, 2.32570, -0.94216)
C (-5.81978, 2.13487, 0.40143)
C (-4.80635, 1.40419, 1.06578)
H (-3.67562, 0.32395, 4.08333)
H (-4.53787, 1.90496, -2.72365)
H (-6.47624, 2.87931, -1.48686)
H (-6.65015, 2.53559, 0.96705)
S (-4.37943, -1.49001, -5.70529)
As (-3.11267, -0.99580, -4.15851)
S (-2.51373, 1.08811, -3.90751)
S (-3.87871, -1.50281, -2.16328)
S (-1.07927, -1.66278, -4.18032)

## Properties
HOMO	-8.0668	eV
LUMO energy	-2.398	eV

Atom charges from the Löwdin analysis, given in e for atoms 1 to 4:
1. W 1.27
2. C -0.05
3. C -0.56
4. C -0.06

=====

Record 4
The ion C4H8N2 with charge +2 at a distorted geometry, computed with ωB97M-V/def2-TZVPD.

CARTESIAN COORDINATES (ANGSTROEM)
C (0.21619, 1.08739, 0.63333)
C (-0.71319, -0.60974, -0.20006)
C (-0.75081, 1.77752, 0.08333)
C (1.75936, -0.73004, -0.08190)
N (0.44820, -0.15207, 0.03898)
N (-1.86976, -1.12482, -0.23658)
H (0.68615, 1.00118, 1.64414)
H (-1.35094, 2.68581, 0.34341)
H (-0.83340, 1.74800, -1.00907)
H (2.32311, -1.14095, 0.77306)
H (2.49090, 0.00456, -0.50624)
H (1.87316, -1.58833, -0.67380)
H (-2.50979, -0.90804, -1.04600)
H (-2.16227, -1.73490, 0.65382)

## Properties
net charge	+2
HOMO	-20.9082	eV
structure (SMILES)	C=C[N+](C)=C=[NH2+]
LUMO energy	-11.063	eV

Atom charges from the Löwdin analysis, given in e for atoms 1 to 4:
1. C -0.04
2. C 0.09
3. C 0.16
4. C 0.07

=====

Record 5
The ion C6H9N with charge -1 at a distorted geometry, computed with ωB97M-V/def2-TZVPD.

CARTESIAN COORDINATES (ANGSTROEM)
C (0.22492, -0.41830, 2.07651)
C (-0.95101, -0.55586, 1.10987)
C (-0.44449, -0.19839, -0.28406)
C (0.57158, -0.77163, -1.02240)
N (0.98961, 0.14223, -1.93657)
C (0.21879, 1.25685, -1.87873)
C (-0.71449, 1.05959, -0.88884)
H (0.80496, -1.34206, 2.13163)
H (0.93997, 0.34319, 1.77762)
H (-0.10995, -0.23196, 3.10354)
H (-1.41641, -1.53573, 1.11727)
H (-1.62881, 0.26734, 1.33545)
H (0.87669, -1.80262, -0.98739)
H (1.65907, -0.07659, -2.67677)
H (0.46237, 2.13320, -2.45440)
H (-1.48280, 1.73074, -0.52271)

## Properties
net charge	-1
HOMO (alpha / beta)	1.3406 / -4.2804	eV
2S+1	2
LUMO energy (alpha / beta)	3.980 / 3.858	eV

Atom charges from the Löwdin analysis, given in e for atoms 1 to 4:
1. C -0.15
2. C -0.22
3. C -0.29
4. C -0.31

=====

Record 6
A structure of composition C24H43ClMnN3O4 at a distorted geometry, computed with ωB97M-V/def2-TZVPD.

CARTESIAN COORDINATES (ANGSTROEM)
O (1.25508, -0.23820, -3.07471)
C (0.18125, 0.24276, -3.44775)
C (0.07692, 1.63856, -3.93233)
C (0.78137, 2.63791, -3.25801)
H (1.25007, 2.40875, -2.29154)
C (0.89412, 3.89773, -3.85114)
H (1.43985, 4.67776, -3.29686)
C (0.30108, 4.11557, -5.11910)
H (0.37605, 5.09736, -5.58095)
C (-0.42579, 3.11181, -5.78567)
H (-0.90480, 3.29337, -6.76295)
C (-0.53350, 1.86543, -5.17858)
H (-1.09188, 1.03452, -5.64260)
H (-0.54916, -0.39934, -3.98650)
C (-2.04229, -1.30028, -2.33548)
C (-1.47014, 0.05713, -1.97111)
H (-2.80879, -1.25147, -3.12189)
H (-2.49993, -1.63994, -1.37094)
H (-1.18404, -1.96866, -2.59294)
C (-2.22925, 1.21219, -2.05410)
C (-3.69034, 1.22751, -2.28885)
H (-1.67742, 2.14727, -2.15111)
H (-4.00199, 1.65048, -3.24302)
H (-4.16639, 1.82751, -1.52046)
H (-4.05718, 0.19783, -2.20927)
Mn (-1.33892, 0.21437, 0.11010)
Cl (-3.43293, 0.87351, 0.93134)
C (-1.39770, 0.18387, 3.43466)
O (-0.71586, -0.30218, 2.50837)
N (-1.24952, -0.14368, 4.72082)
C (-0.36446, -1.21452, 5.12496)
C (-2.08766, 0.46386, 5.72540)
H (-2.18964, 0.91760, 3.20352)
H (0.26923, -1.52798, 4.30422)
H (-0.93160, -2.07599, 5.46190)
H (0.23330, -0.86727, 5.96278)
H (-2.50942, 1.38794, 5.32631)
H (-1.48760, 0.67287, 6.61037)
H (-2.91579, -0.19448, 5.99847)
H (5.07936, 1.47033, -2.09233)
H (5.04133, 1.88674, 0.43652)
C (4.00617, 1.71676, -2.05227)
C (3.94123, 1.97128, 0.40783)
N (3.41922, 1.30184, -0.78207)
H (3.46109, 1.20171, -2.85167)
C (2.85198, 0.06514, -0.67576)
O (2.20886, -0.32819, 0.30190)
H (3.49111, 1.50635, 1.28705)
H (3.00561, -0.56735, -1.56940)
H (3.86932, 2.79845, -2.17358)
H (3.65894, 3.03337, 0.35465)
H (-0.04247, -5.27919, 0.66334)
H (2.15640, -4.94580, -0.83690)
C (-0.52627, -4.61465, -0.05025)
C (1.50485, -4.30308, -1.44286)
N (0.45308, -3.72628, -0.62532)
H (-1.33818, -4.05159, 0.40720)
C (0.32532, -2.40328, -0.51197)
O (-0.60388, -1.84075, 0.11867)
H (2.09598, -3.51410, -1.92631)
H (1.06927, -1.80123, -1.03095)
H (-0.91566, -5.27880, -0.82045)
H (1.08255, -4.96007, -2.21351)
C (0.88211, 2.54760, 2.24796)
C (-0.28655, 2.81408, 1.30263)
C (-0.38017, 4.29774, 0.98198)
C (-0.19076, 1.95160, 0.05105)
H (1.78061, 3.09101, 1.92905)
H (1.11251, 1.48177, 2.27520)
H (0.61137, 2.85079, 3.26379)
H (-1.23426, 2.50451, 1.77669)
H (0.55146, 4.63374, 0.51878)
H (-1.18502, 4.50969, 0.27850)
H (-0.57066, 4.90573, 1.87047)
H (-0.56200, 2.48035, -0.81101)
H (0.82922, 1.63658, -0.18790)

## Properties
net charge	-1
HOMO (alpha / beta)	-1.9336 / -3.4685	eV
2S+1	6
LUMO energy (alpha / beta)	2.634 / 2.632	eV

Atom charges from the Löwdin analysis, given in e for atoms 1 to 4:
1. O -0.08
2. C -0.35
3. C -0.20
4. C -0.04

=====

Record 7
A cluster of 3 separate species, C6H7Br6F3O2 in total at a distorted geometry, computed with ωB97M-V/def2-TZVPD.

CARTESIAN COORDINATES (ANGSTROEM)
C (1.22829, -1.85420, 2.51335)
Br (2.03104, -2.73752, 4.14231)
Br (-0.55315, -1.07759, 2.84820)
Br (1.43390, -3.02646, 0.89470)
H (1.90417, -1.01886, 2.33039)
C (-4.79408, -1.53594, -1.48989)
Br (-3.28847, -0.40810, -0.70578)
Br (-6.48824, -1.98073, -0.43401)
Br (-4.10619, -3.14765, -2.33315)
H (-5.26678, -0.87479, -2.21621)
C (-0.73034, 1.85504, -0.38185)
C (0.07226, 0.88454, -1.16689)
O (1.31213, 0.54649, -0.45002)
C (2.34826, 1.48824, -0.35924)
O (2.23796, 2.64133, -0.71170)
C (3.67955, 0.86512, 0.23077)
F (3.80821, 1.20019, 1.45904)
F (3.60483, -0.40570, 0.07900)
F (4.77804, 1.29837, -0.39740)
H (-1.71493, 1.79804, -0.84602)
H (-0.25857, 2.82175, -0.20582)
H (-0.95550, 1.45423, 0.60647)
H (0.25778, 1.22964, -2.18403)
H (-0.54018, -0.01544, -1.22225)

## Properties
HOMO	-10.4650	eV
structure (SMILES)	CCOC(=O)C(F)(F)F.BrC(Br)Br.BrC(Br)Br
LUMO energy	-1.049	eV

Atom charges from the Löwdin analysis, given in e for atoms 1 to 4:
1. C -1.48
2. Br 0.50
3. Br 0.55
4. Br 0.53